[1]
The following is a quantum chemistry calculation of a structure of composition C18H22FeN3O4PS2, from OMol25.

Output
Gap between HOMO and LUMO (alpha / beta) (eV): 7.759 / 7.509
E (eV): -97034.07578
Molecular weight (g/mol): 495.344
HOMO (alpha / beta) (eV): -8.1273 / -8.1445
LUMO level (alpha / beta) (Ha): -0.0135 / -0.0234
2S+1: 5

CARTESIAN COORDINATES (ANGSTROEM)
Fe 0.860 0.720 -1.413
O -2.687 1.568 -3.528
C -1.567 1.281 -3.168
N -0.855 1.775 -2.117
C -1.239 2.918 -1.485
O -2.299 3.500 -1.544
C -0.081 3.512 -0.707
C -0.284 4.692 -0.002
C 0.793 5.305 0.613
C 2.040 4.705 0.504
C 2.147 3.509 -0.190
N 1.115 2.914 -0.783
C -0.717 0.332 -3.989
C -1.262 -0.231 -5.135
C -0.455 -0.991 -5.963
C 0.875 -1.162 -5.606
C 1.328 -0.596 -4.424
N 0.556 0.132 -3.622
H -1.285 5.092 0.029
H 0.665 6.227 1.160
H 2.915 5.147 0.953
H 3.098 2.997 -0.273
H -2.304 -0.043 -5.343
H -0.852 -1.436 -6.863
H 1.551 -1.731 -6.224
H 2.350 -0.738 -4.095
C -1.726 -4.171 2.771
C -1.405 -3.320 1.554
C -2.077 -3.832 0.291
O 0.015 -3.341 1.319
P 0.860 -2.007 1.397
S 2.732 -2.415 0.971
S -0.051 -0.564 0.221
O 0.525 -1.594 2.913
C 0.732 -0.298 3.463
C 2.220 -0.012 3.583
C 0.028 -0.285 4.810
H -2.791 -4.103 2.982
H -1.166 -3.820 3.634
H -1.468 -5.209 2.587
H -1.715 -2.285 1.745
H -1.764 -4.854 0.098
H -1.782 -3.211 -0.553
H -3.157 -3.805 0.393
H 0.264 0.436 2.791
H 2.675 -0.715 4.279
H 2.383 1.002 3.937
H 2.695 -0.137 2.611
H 0.521 -0.969 5.493
H -1.004 -0.604 4.698
H 0.053 0.716 5.228

[2]
The following is a quantum chemistry calculation of a cluster of 2 separate species, C3H7N3OS in total, from OMol25.

Output
Gap between HOMO and LUMO (eV): 9.246
E (eV): -20571.98916
Molecular weight (g/mol): 133.176
HOMO (eV): -8.7283
LUMO level (Ha): 0.0190

CARTESIAN COORDINATES (ANGSTROEM)
C -2.951 0.297 0.151
C -2.119 -0.905 -0.071
C 1.742 0.373 -0.108
H -4.115 0.056 -0.043
H -2.782 1.196 -0.500
H -2.554 0.837 1.123
H -2.666 -1.805 -0.287
H 2.250 2.325 -0.133
H 1.546 -1.708 -0.048
H 4.150 -0.035 0.543
N -0.834 -0.934 -0.238
N 2.657 1.383 0.023
N 2.189 -0.827 0.086
O 3.581 -1.003 -0.180
S -0.094 0.751 -0.319

[3]
The following is a quantum chemistry calculation of a cluster of 2 separate species, CClN3O2 in total, from OMol25.

Output
Gap between HOMO and LUMO (alpha / beta) (eV): 9.226 / 7.480
E (eV): -22116.77664
Molecular weight (g/mol): 121.483
HOMO (alpha / beta) (eV): -11.2889 / -10.2447
LUMO level (alpha / beta) (Ha): -0.0758 / -0.1016

CARTESIAN COORDINATES (ANGSTROEM)
C 1.632 0.917 -0.007
N 2.087 1.973 -0.069
N 1.349 -0.361 0.045
N 0.278 -0.932 -0.090
O -0.079 -2.051 -0.079
O -1.844 0.392 0.133
Cl -3.424 0.063 0.068

[4]
The following is a quantum chemistry calculation of a cluster of 2 separate species, C8H17Br2NO2 in total, from OMol25.

Output
Gap between HOMO and LUMO (eV): 9.945
E (eV): -154241.09047
Molecular weight (g/mol): 319.037
HOMO (eV): -9.4365
Structure (SMILES): NC[C@H]1[C@@H](Br)CO[C@@H]1CCCBr.O
LUMO level (Ha): 0.0187

CARTESIAN COORDINATES (ANGSTROEM)
N -0.420 2.703 0.991
C 0.921 2.301 0.568
C 0.992 1.067 -0.406
C 2.203 0.139 -0.040
Br 2.285 -0.567 1.810
C 1.852 -1.102 -0.942
O 0.417 -1.186 -0.977
C -0.115 -0.009 -0.361
C -1.529 0.293 -0.926
C -2.568 -0.241 0.126
C -4.007 -0.284 -0.442
Br -5.082 -1.641 0.504
H -0.755 2.165 1.774
H -1.078 2.730 0.230
H 1.382 3.152 0.031
H 1.511 2.096 1.475
H 1.308 1.477 -1.383
H 3.201 0.567 -0.198
H 2.335 -2.011 -0.563
H 2.096 -0.846 -1.992
H -0.261 -0.280 0.703
H -1.733 -0.288 -1.847
H -1.706 1.349 -1.183
H -2.462 0.398 1.022
H -2.256 -1.252 0.446
H -3.970 -0.538 -1.514
H -4.494 0.701 -0.363
O 4.092 -3.761 0.780
H 3.760 -2.915 1.098
H 4.180 -4.293 1.575

[5]
The following is a quantum chemistry calculation of a structure of composition C22H29CoN3, from OMol25.

Output
Gap between HOMO and LUMO (alpha / beta) (eV): 4.474 / 7.313
E (eV): -65377.63529
Molecular weight (g/mol): 394.428
HOMO (alpha / beta) (eV): -5.0268 / -7.5726
LUMO level (alpha / beta) (Ha): -0.0203 / -0.0095
2S+1: 4

CARTESIAN COORDINATES (ANGSTROEM)
C -0.937 0.066 -3.437
C -1.973 -1.041 -3.151
H -1.231 0.999 -2.953
H -0.874 0.285 -4.519
H 0.086 -0.191 -3.126
H -2.726 -0.728 -2.412
H -2.500 -1.308 -4.080
H -1.506 -1.971 -2.812
C -0.890 2.711 1.270
C -1.233 3.616 2.275
C -2.147 3.236 3.258
C -2.669 1.951 3.190
H -0.129 2.992 0.543
H -0.772 4.601 2.270
H -2.458 3.923 4.048
H -3.399 1.602 3.916
N -1.430 1.476 1.147
C -2.273 1.077 2.156
C -2.650 -0.330 2.147
N -2.211 -1.055 1.067
C -2.451 -2.392 1.072
C -3.452 -2.330 3.269
C -3.007 -3.061 2.167
H -2.135 -2.949 0.193
H -3.078 -4.148 2.135
C -3.319 -0.947 3.227
H -3.715 -0.307 4.014
H -3.914 -2.812 4.131
Co -0.977 -0.053 -0.285
C -0.115 -1.735 -0.759
H -0.780 -2.517 -1.153
H 0.279 -2.133 0.195
H 0.742 -1.628 -1.445
C 3.279 -1.850 -1.456
N 3.367 -1.256 -0.151
C 4.399 -1.714 0.740
C 2.416 -0.290 0.359
C 1.976 0.793 -0.607
C 3.003 1.557 -1.219
C 2.707 2.681 -1.994
C 1.372 2.999 -2.233
C 0.359 2.242 -1.616
C 0.637 1.090 -0.882
H 4.212 -2.403 -1.667
H 3.150 -1.069 -2.227
H 2.453 -2.584 -1.529
H 5.373 -1.226 0.517
H 4.127 -1.480 1.783
H 4.558 -2.801 0.649
H 1.535 -0.796 0.801
H 2.905 0.198 1.227
H 4.047 1.270 -1.050
H 3.521 3.290 -2.409
H 1.120 3.848 -2.869
H -0.670 2.601 -1.725

[6]
The following is a quantum chemistry calculation of a structure of composition C24H32CoN7O3P, from OMol25.

Output
Net charge: +1
Gap between HOMO and LUMO (eV): 7.662
E (eV): -88893.21681
Molecular weight (g/mol): 556.473
HOMO (eV): -10.3899
LUMO level (Ha): -0.1002

CARTESIAN COORDINATES (ANGSTROEM)
Co -0.212 0.381 0.727
O -1.833 0.444 -0.205
C -2.870 -0.311 -0.018
C -4.045 -0.026 -0.754
C -5.157 -0.820 -0.646
C -5.182 -1.945 0.198
C -4.063 -2.246 0.920
C -2.894 -1.454 0.828
C -1.770 -1.824 1.620
N -0.635 -1.222 1.646
C 0.320 -1.543 2.708
C 1.695 -1.021 2.326
N 1.527 0.193 1.515
C 2.562 0.886 1.213
C 2.607 1.952 0.256
C 3.863 2.530 -0.022
C 4.000 3.531 -0.947
C 2.856 3.981 -1.622
C 1.617 3.443 -1.370
C 1.450 2.410 -0.424
O 0.237 1.972 -0.195
H -4.029 0.837 -1.407
H -6.038 -0.573 -1.225
H -6.071 -2.555 0.272
H -4.054 -3.104 1.582
H -1.902 -2.681 2.284
H 0.343 -2.619 2.893
H -0.013 -1.045 3.621
H 2.239 -1.763 1.736
H 2.281 -0.806 3.221
H 3.512 0.610 1.676
H 4.731 2.162 0.514
H 4.967 3.963 -1.157
H 2.949 4.770 -2.358
H 0.736 3.790 -1.894
C -1.216 3.892 4.684
N -1.174 2.595 4.036
C -0.889 2.400 2.737
N -0.536 3.444 1.985
O -0.983 1.226 2.281
H -1.462 3.746 5.731
H -1.979 4.538 4.244
H -0.245 4.387 4.634
H -1.468 1.774 4.535
H -0.603 4.384 2.330
H -0.420 3.261 0.993
C 2.094 -3.034 -2.867
N 0.990 -3.479 -2.013
C -0.255 -3.377 -2.773
N -0.495 -2.048 -3.316
C 0.644 -1.644 -4.130
N 1.917 -1.684 -3.407
C 2.008 -0.661 -2.374
P 0.688 -0.895 -1.085
C 0.948 -2.709 -0.777
C -0.746 -1.086 -2.255
H 2.167 -3.724 -3.708
H 3.027 -3.077 -2.303
H -1.092 -3.663 -2.133
H -0.198 -4.082 -3.604
H 0.480 -0.634 -4.509
H 0.719 -2.325 -4.979
H 1.915 0.336 -2.809
H 2.992 -0.713 -1.900
H 0.152 -3.077 -0.129
H 1.895 -2.861 -0.250
H -0.975 -0.110 -2.687
H -1.619 -1.396 -1.693

Question: What is the formula in the fourth record?
Answer: C8H17Br2NO2